(1)
A molecular structure, C12H10BrF5Hg at a distorted geometry, computed with ωB97M-V with the def2-TZVPD basis set.

Cartesian coordinates (Å):
C1 0.966 2.306 -0.398
C2 1.626 1.732 0.735
C3 2.166 0.456 0.326
H1 1.636 2.132 1.758
C4 1.851 0.262 -1.053
C5 1.087 1.396 -1.501
H2 0.649 1.507 -2.505
H3 0.409 3.256 -0.399
H4 2.662 -0.264 0.975
H5 2.101 -0.617 -1.652
Hg1 -0.126 0.184 0.236
Br1 0.222 -0.443 2.671
C6 -2.388 -0.363 0.338
C7 -2.168 0.133 -0.985
C8 -1.877 1.544 -0.875
H6 -2.153 -0.458 -1.913
C9 -1.909 1.898 0.511
C10 -2.273 0.731 1.258
H7 -2.337 0.661 2.350
H8 -2.584 -1.401 0.613
H9 -1.611 2.205 -1.719
H10 -1.662 2.879 0.946
F1 -0.861 -2.358 -0.935
C11 0.143 -2.095 0.149
F2 -0.593 -2.660 1.311
C12 1.471 -2.938 -0.018
F3 1.118 -4.227 0.127
F4 2.028 -2.809 -1.256
F5 2.407 -2.650 0.907

Values from the calculation:
Maximum force, eV/A: 4.3
HOMO energy, eV: 0.2
Total charge: -2

Results of the Löwdin charge analysis, in e, for atoms 1 through 5:
1 C -0.2557
2 C -0.2745
3 C -0.3172
4 H 0.0661
5 C -0.2508

(2)
A molecular structure, C12H10Cl2N5O7P2PtS at a distorted geometry, computed with ωB97M-V with the def2-TZVPD basis set.

Cartesian coordinates (Å):
Pt1 -0.473 -0.207 0.380
Cl1 2.073 -1.259 2.615
C1 3.161 -0.366 1.639
C2 4.314 0.134 2.219
C3 5.211 0.860 1.454
C4 4.961 1.106 0.112
C5 3.801 0.627 -0.461
Cl2 3.534 0.962 -2.138
C6 2.877 -0.139 0.283
S1 1.552 -0.859 -0.578
H1 4.498 -0.056 3.266
H2 6.115 1.241 1.909
H3 5.659 1.668 -0.493
O1 -2.395 1.964 3.264
P1 -2.022 1.599 1.790
O2 -2.449 2.542 0.752
O3 -0.511 1.195 1.840
O4 -2.689 0.127 1.464
P2 -2.399 -1.332 2.202
O5 -3.257 -2.279 1.252
O6 -2.740 -1.381 3.611
O7 -0.924 -1.590 1.750
H4 -3.053 2.669 3.333
H5 -4.067 -2.577 1.688
N1 -0.970 2.799 -2.360
C7 -0.422 2.491 -1.190
N2 -0.498 1.178 -1.069
C8 -1.151 0.746 -2.188
N3 -1.448 1.713 -3.005
C9 -1.443 -0.683 -2.274
C10 -2.006 -1.350 -3.346
N4 -2.207 -2.664 -3.313
C11 -1.849 -3.323 -2.222
C12 -1.283 -2.688 -1.120
N5 -1.097 -1.375 -1.168
H6 -1.091 3.716 -2.764
H7 -0.013 3.185 -0.477
H8 -2.294 -0.808 -4.238
H9 -2.013 -4.392 -2.206
H10 -0.994 -3.196 -0.211

Values from the calculation:
Maximum force, eV/A: 1.3
HOMO energy (alpha / beta), eV: -12.2 / -12.2
Total charge: +1
Energy relative to the best compared isomer or geometry (same formula, charge and spin), kJ/mol: 80.6

Results of the Löwdin charge analysis, in e, for atoms 1 through 5:
1 Pt 1.2747
2 Cl 0.7777
3 C -0.6638
4 C -0.0833
5 C -0.0308

(3)
A molecular structure, C12H10ClN4O8S5Yb at a distorted geometry, computed with ωB97M-V with the def2-TZVPD basis set.

Cartesian coordinates (Å):
Yb1 -13.120 4.328 3.421
N1 -15.395 1.525 1.531
C1 -14.083 1.405 1.303
N2 -13.249 2.359 1.344
C2 -12.008 2.000 0.870
C3 -11.865 0.669 0.467
S1 -13.472 -0.071 0.626
C4 -10.895 2.948 1.121
C5 -9.775 2.893 0.416
S2 -8.670 4.244 0.909
C6 -9.947 4.766 1.995
N3 -11.012 3.952 2.011
N4 -9.825 5.864 2.767
H1 -15.609 2.431 2.071
H2 -15.895 0.674 1.886
H3 -11.041 0.071 0.127
H4 -9.604 2.337 -0.424
H5 -9.495 6.680 2.362
H6 -10.608 6.046 3.438
O1 -16.694 4.407 5.204
S3 -15.725 3.552 4.513
O2 -16.228 2.184 4.310
O3 -15.281 4.040 3.167
O4 -14.344 3.600 5.188
O5 -10.131 1.702 4.954
Cl1 -11.488 2.229 5.128
O6 -12.282 1.969 3.905
O7 -11.456 3.760 5.075
O8 -12.559 6.339 4.181
S4 -13.315 5.925 1.225
C7 -13.963 7.560 1.560
C8 -14.996 8.029 0.735
C9 -15.644 9.206 0.975
C10 -15.320 10.000 2.052
C11 -14.308 9.597 2.884
C12 -13.632 8.415 2.631
S5 -12.444 7.887 3.858
H7 -15.425 7.341 -0.025
H8 -16.480 9.408 0.341
H9 -15.884 10.914 2.258
H10 -14.070 10.060 3.804

Values from the calculation:
Maximum force, eV/A: 3.2
HOMO energy (alpha / beta), eV: -1.4 / -1.4
Expectation value of S²: 0.7509
Total charge: -2
Energy relative to the best compared isomer or geometry (same formula, charge and spin), kJ/mol: 0.0
Spin multiplicity: 2

Results of the Löwdin charge analysis, in e, for atoms 1 through 5:
1 Yb 1.4279
2 N 0.0886
3 C -0.7560
4 N 0.0494
5 C -0.3119

(4)
A molecular structure, C12H10HgN2O5 at a distorted geometry, computed with ωB97M-V with the def2-TZVPD basis set.

Cartesian coordinates (Å):
Hg1 -0.005 -0.227 -0.584
C1 0.050 0.560 2.185
O1 0.039 0.765 3.281
C2 -0.009 2.187 -0.515
O2 -0.006 3.332 -0.536
C3 -2.196 -0.057 -0.105
O3 -3.350 0.002 0.058
C4 2.190 -0.062 -0.146
O4 3.352 -0.001 -0.033
C5 -0.007 -1.652 -4.969
H1 0.936 -2.212 -4.840
H2 -0.947 -2.211 -4.817
C6 -0.010 -0.348 -5.280
H3 -0.953 0.216 -5.396
H4 0.929 0.215 -5.420
N1 -1.556 -4.260 4.855
C7 -1.809 -3.359 3.875
O5 -2.794 -2.622 3.865
C8 -0.830 -3.368 2.784
C9 0.229 -4.257 2.488
C10 1.144 -4.069 1.456
C11 1.034 -2.945 0.665
N2 -0.037 -2.193 0.937
C12 -0.929 -2.266 1.936
H5 -2.203 -4.249 5.628
H6 -0.747 -4.858 4.957
H7 0.328 -5.116 3.125
H8 1.950 -4.726 1.232
H9 1.707 -2.627 -0.147
H10 -1.670 -1.459 1.986

Values from the calculation:
Maximum force, eV/A: 7.6
HOMO energy, eV: -15.4
Total charge: +2
Energy relative to the best compared isomer or geometry (same formula, charge and spin), kJ/mol: 0.0

Results of the Löwdin charge analysis, in e, for atoms 1 through 5:
1 Hg 0.9533
2 C -0.0220
3 O 0.1774
4 C -0.0016
5 O 0.1963

(5)
C12H10IN in the gas phase at a distorted geometry, computed with ωB97M-V with the def2-TZVPD basis set.

Cartesian coordinates (Å):
C1 -2.576 1.573 -0.175
C2 -1.495 2.401 -0.346
C3 -2.434 0.301 0.388
C4 -0.229 2.051 0.011
C5 -1.112 -0.155 0.568
C6 -0.060 0.719 0.312
C7 0.680 -1.570 -1.374
C8 1.678 -0.685 -1.608
C9 0.413 -2.070 0.002
C10 2.160 0.259 -0.602
C11 -0.537 -1.406 1.055
C12 0.955 -1.189 1.076
N1 1.260 0.165 0.647
I1 4.136 0.167 0.103
H1 -3.414 2.091 -0.506
H2 -1.767 3.459 -0.626
H3 -3.152 -0.417 0.653
H4 0.590 2.645 -0.050
H5 0.040 -1.963 -2.099
H6 1.986 -0.517 -2.592
H7 0.404 -3.037 0.302
H8 -1.122 -2.085 1.700
H9 1.690 -1.358 1.926
H10 1.906 0.620 1.235

Values from the calculation:
Maximum force, eV/A: 3.6
HOMO energy, eV: -6.7
Energy relative to the best compared isomer or geometry (same formula, charge and spin), kJ/mol: 282.7

Results of the Löwdin charge analysis, in e, for atoms 1 through 5:
1 C -0.0728
2 C -0.0907
3 C 0.0217
4 C 0.0073
5 C -0.1272

(6)
C12H10N2 in the gas phase at a distorted geometry, computed with ωB97M-V with the def2-TZVPD basis set.

Cartesian coordinates (Å):
C1 2.384 2.158 0.065
N1 1.325 1.206 0.038
C2 0.046 1.547 -0.045
C3 -1.048 0.717 -0.075
C4 -2.379 1.173 -0.072
C5 -3.434 0.265 0.005
C6 -3.216 -1.129 0.079
C7 -1.909 -1.545 0.073
C8 -0.788 -0.698 0.094
C9 0.604 -1.124 0.090
C10 1.388 -2.294 -0.087
C11 2.707 -1.962 -0.061
N2 2.839 -0.630 0.009
C12 1.630 -0.100 0.074
H1 3.004 2.080 0.971
H2 1.982 3.177 -0.041
H3 3.013 1.986 -0.861
H4 -0.001 2.642 0.012
H5 -2.515 2.299 -0.140
H6 -4.459 0.637 -0.008
H7 -3.951 -1.888 0.059
H8 -1.743 -2.635 -0.096
H9 0.948 -3.229 -0.154
H10 3.572 -2.652 0.068

Values from the calculation:
Maximum force, eV/A: 3.2
SMILES string: Cn1cc2ccccc2c2ccnc1-2
HOMO energy, eV: -7.6
Energy relative to the best compared isomer or geometry (same formula, charge and spin), kJ/mol: 40.3

Results of the Löwdin charge analysis, in e, for atoms 1 through 5:
1 C -0.0179
2 N -0.0662
3 C -0.0042
4 C -0.1615
5 C -0.0347